Record 1
Computed, not measured: C20H10Cl2F5MnN3OS3 as an isolated structure, with wB97M-V/def2-TZVPD.

```
45
Properties=species:S:1:pos:R:3
Mn 10.756 15.051 9.398
Cl 6.385 15.839 8.401
Cl 10.040 19.999 9.238
S 9.514 16.774 8.163
S 11.764 14.172 7.203
S 9.133 13.319 10.343
F 11.217 7.805 9.645
F 8.855 8.509 8.484
F 12.697 9.708 10.931
F 11.778 12.286 11.123
F 7.868 10.985 8.817
O 11.314 15.554 11.404
N 14.070 14.294 8.543
N 13.271 14.685 9.635
N 14.263 13.731 6.370
C 11.528 10.068 10.388
C 11.874 15.766 13.644
C 9.529 9.435 9.186
C 13.550 14.966 12.115
C 8.554 19.132 9.282
C 12.769 15.715 14.714
C 13.418 14.084 7.428
C 5.974 18.209 9.565
C 9.751 11.731 10.050
C 14.501 14.916 13.202
C 10.775 9.089 9.731
C 12.203 15.452 12.327
C 11.011 11.363 10.534
C 13.992 14.619 10.773
C 6.298 19.484 10.016
C 9.040 10.719 9.390
C 6.986 17.451 8.981
C 8.339 17.792 8.869
C 14.114 15.317 14.494
C 7.563 19.992 9.786
H 5.571 20.082 10.513
H 13.948 13.348 5.522
H 14.859 15.318 15.240
H 7.848 20.937 10.170
H 10.876 16.127 13.799
H 14.990 14.229 10.615
H 15.280 13.818 6.474
H 12.412 16.054 15.707
H 15.516 14.623 13.040
H 4.991 17.782 9.789
```

The HOMO-LUMO gap (spin up / spin down) comes out at 6.117 / 6.227 eV. Its multiplicity is 6. The HOMO energy (spin up / spin down) comes out at -1.54 / -1.65 eV. The value obtained for the energy relative to the best compared isomer or geometry (same formula, charge and spin) is 0.641 eV. As for the total charge: -2. As for the total energy: -4773.04589 Eh.


Record 2
Computed, not measured: a 2-piece molecular cluster, CH5NO3 overall, with wB97M-V/def2-TZVPD.

```
10
Properties=species:S:1:pos:R:3
O 0.373 -0.688 -1.178
O -1.831 -0.159 -0.103
O 1.738 0.968 -0.604
N 0.295 0.259 1.066
C 1.188 -0.088 -0.270
H -0.719 0.144 0.692
H -2.778 -0.205 0.009
H -0.585 -0.626 -0.969
H 0.411 1.255 1.266
H 1.908 -0.859 0.091
```

The HOMO-LUMO gap comes out at 5.283 eV. The HOMO energy comes out at -10.25 eV. The value obtained for the energy relative to the best compared isomer or geometry (same formula, charge and spin) is 8.248 eV. As for the total energy: -321.32048 Eh.


Record 3
Computed, not measured: C53H45N10Os as an isolated structure, with wB97M-V/def2-TZVPD.

```
109
Properties=species:S:1:pos:R:3
Os 14.561 13.270 15.354
N 14.758 13.675 17.357
N 16.393 13.821 14.917
N 17.095 14.448 17.230
N 12.959 15.047 15.246
N 11.883 12.742 12.968
N 16.578 13.364 12.584
N 14.303 13.146 13.239
N 12.587 13.212 18.155
N 13.568 10.954 14.342
N 13.038 12.056 16.176
C 13.454 12.576 11.112
C 17.002 13.770 13.773
C 19.459 14.142 13.019
C 16.007 16.876 13.436
C 13.585 18.471 13.852
C 11.761 12.862 14.394
C 11.552 10.279 15.173
C 15.618 9.689 12.936
C 10.468 12.802 15.194
C 8.428 12.559 16.973
C 20.734 14.548 13.460
C 12.246 9.225 14.873
C 16.019 14.202 17.900
C 12.637 12.225 10.017
C 14.288 16.180 11.735
C 13.339 12.203 8.791
C 18.601 14.459 15.309
C 8.111 12.683 15.639
C 12.254 17.377 16.031
C 16.573 15.000 20.348
C 15.334 13.131 12.370
C 20.950 14.694 14.858
C 12.981 16.531 15.159
C 14.846 12.779 11.034
C 12.413 11.531 14.991
C 13.647 17.108 14.061
C 14.066 7.807 12.669
C 15.442 12.799 9.733
C 18.455 14.103 13.928
C 15.896 15.201 21.559
C 15.286 8.019 14.795
C 17.357 14.275 15.900
C 15.781 14.433 19.332
C 12.906 19.326 14.707
C 14.715 12.446 8.633
C 10.768 12.729 16.519
C 13.063 12.830 12.511
C 9.719 12.639 17.443
C 10.438 15.944 17.086
C 13.818 13.584 18.343
C 9.125 12.885 14.751
C 12.315 18.740 15.838
C 14.671 14.763 21.782
C 12.085 14.397 14.570
C 12.194 12.653 16.993
C 14.402 14.080 19.603
C 13.848 14.243 20.815
C 14.644 16.295 13.210
C 19.908 14.750 15.760
C 13.503 9.690 14.290
C 14.576 8.877 13.691
C 11.533 16.950 17.321
C 12.602 16.491 18.261
H 11.141 17.868 17.711
H 11.708 19.318 16.481
H 15.064 15.508 11.353
H 16.495 15.579 22.399
H 16.780 16.389 12.803
H 11.975 8.207 15.057
H 16.338 8.955 12.561
H 17.602 15.209 20.073
H 19.403 13.847 11.990
H 13.391 17.327 18.456
H 9.756 16.314 16.367
H 7.132 12.493 15.428
H 20.119 14.899 16.835
H 10.587 10.277 15.650
H 15.792 8.655 15.532
H 13.316 7.081 13.135
H 12.818 14.087 20.738
H 16.281 16.837 14.497
H 16.533 12.908 9.699
H 14.676 15.231 13.619
H 12.850 11.860 7.876
H 12.219 16.022 19.169
H 7.679 12.316 17.736
H 16.186 10.325 13.631
H 9.854 12.513 18.489
H 14.555 7.381 15.356
H 12.698 20.307 14.450
H 10.881 15.078 16.607
H 11.571 12.041 10.062
H 14.327 17.167 11.221
H 13.979 18.957 12.926
H 11.252 15.010 14.196
H 21.515 14.729 12.738
H 14.244 14.858 22.817
H 16.138 17.913 13.212
H 9.949 15.944 18.088
H 13.299 15.793 17.747
H 15.138 12.457 7.653
H 21.999 14.908 15.090
H 15.247 10.295 12.151
H 8.931 13.080 13.715
H 13.574 8.237 11.825
H 16.064 7.394 14.401
H 13.235 15.873 11.573
H 14.911 7.265 12.243
```

The HOMO-LUMO gap (spin up / spin down) comes out at 5.736 / 6.672 eV. Its multiplicity is 5. The HOMO energy (spin up / spin down) comes out at -9.29 / -11.17 eV. As for the total charge: +1. As for the total energy: -2684.55832 Eh.


Record 4
Computed, not measured: a 2-piece molecular cluster, C4H9NO2 overall, with wB97M-V/def2-TZVPD.

```
16
Properties=species:S:1:pos:R:3
O 1.533 0.961 -0.502
O 0.568 -1.798 -0.603
N -0.317 -0.790 -0.778
C 2.337 0.308 -1.119
C -0.767 -0.045 0.164
C -1.856 0.909 -0.084
C -0.319 -0.073 1.589
H -2.344 0.711 -1.026
H 0.398 -2.319 -1.395
H 2.256 0.294 -2.202
H -1.220 1.897 0.034
H 0.510 0.533 1.897
H -1.193 0.139 2.251
H -0.055 -1.201 1.793
H 3.130 -0.423 -0.769
H -2.660 0.900 0.750
```

The HOMO-LUMO gap comes out at 10.063 eV. As for the SMILES: CC(C)=NO.C=O. The HOMO energy comes out at -9.16 eV. The value obtained for the energy relative to the best compared isomer or geometry (same formula, charge and spin) is 4.586 eV. As for the total energy: -362.91699 Eh.


Record 5
Computed, not measured: a 3-piece molecular cluster, C2H11N2O2 overall, with wB97M-V/def2-TZVPD.

```
17
Properties=species:S:1:pos:R:3
O -0.348 1.508 2.825
O 1.533 1.274 0.440
N -1.063 0.146 0.509
N 0.130 -0.766 -1.243
C -0.980 -0.579 -0.587
C 0.318 -1.873 -2.237
H -1.896 0.450 0.949
H -1.883 -1.136 -0.820
H -0.234 1.359 3.768
H -1.128 2.091 2.912
H -0.634 -2.094 -2.697
H 1.077 -1.489 -2.912
H -0.133 0.436 0.820
H 1.462 2.019 -0.200
H 2.066 1.731 1.109
H 1.015 -0.357 -0.973
H 0.699 -2.720 -1.665
```

The HOMO-LUMO gap comes out at 11.748 eV. The HOMO energy comes out at -14.63 eV. The value obtained for the energy relative to the best compared isomer or geometry (same formula, charge and spin) is 0.571 eV. As for the total charge: +1. As for the total energy: -342.56747 Eh.


Record 6
Computed, not measured: C3H4HgNaO3 as an isolated structure, with wB97M-V/def2-TZVPD.

```
12
Properties=species:S:1:pos:R:3
Hg -2.230 0.001 0.581
Na 3.070 -2.274 1.489
O -0.167 -2.086 -0.458
O -1.206 1.318 1.860
O 2.177 -0.433 2.160
C 0.060 1.378 2.222
C 0.984 -0.219 1.519
C 0.891 -2.040 0.051
H 1.138 0.319 0.537
H 0.617 2.264 1.841
H 0.264 1.194 3.300
H 0.154 -0.858 1.950
```

The HOMO-LUMO gap (spin up / spin down) comes out at 5.405 / 5.277 eV. Its multiplicity is 2. The HOMO energy (spin up / spin down) comes out at -6.63 / -6.69 eV. The value obtained for the energy relative to the best compared isomer or geometry (same formula, charge and spin) is 0.028 eV. As for the total energy: -657.99957 Eh.


Record 7
Computed, not measured: C36H49ClF3HfN4O5PS4Te as an isolated structure, with wB97M-V/def2-TZVPD.

```
105
Properties=species:S:1:pos:R:3
Hf 0.377 0.293 -0.138
Te -2.233 -0.630 0.977
Cl 0.406 -3.116 6.511
S 1.492 -0.962 2.027
S 2.342 2.131 0.495
S 1.415 1.082 -2.346
S -1.650 1.571 -2.226
P 3.043 1.721 -1.309
F 1.001 -6.117 -3.471
F 1.503 -6.663 -1.432
F 3.034 -5.870 -2.754
O 2.144 -0.780 0.678
O 0.735 -2.170 2.130
O 4.099 0.582 -1.260
O 3.743 2.908 -2.034
O 0.656 0.307 2.074
N 0.654 -1.793 -1.242
N -0.748 2.768 0.370
N -3.633 1.845 0.192
N -1.374 -0.600 4.045
C 1.397 -4.377 -1.958
C -4.256 -3.349 3.598
C 3.686 5.008 -3.162
C -2.881 -4.808 2.283
C -0.569 0.696 5.891
C -0.065 -0.442 6.502
C 4.581 4.821 -0.801
C -2.341 -3.712 1.622
C -0.227 -1.650 5.847
C -1.135 3.301 -2.047
C -2.739 -1.411 -2.033
C -2.755 -2.428 1.962
C 6.404 1.294 -1.741
C -4.608 -1.647 -0.546
C -4.837 -2.248 -2.864
C 2.158 -3.290 -2.350
C 3.556 4.359 -1.807
C -3.839 -4.627 3.269
C -0.306 3.561 -0.796
C 2.694 -0.923 3.268
C -5.382 -2.126 -1.592
C -3.454 1.807 -2.249
C -3.517 -1.887 -3.083
C 5.298 0.335 -2.110
C 1.764 -2.023 -1.974
C -3.279 -1.285 -0.761
C -3.191 2.649 1.315
C 1.746 -5.782 -2.410
C -4.047 2.508 -1.032
C -1.205 0.566 4.667
C -0.896 -1.693 4.632
C -1.929 3.442 1.017
C 0.268 -4.157 -1.191
C -0.056 -2.859 -0.862
C 4.924 0.342 -3.573
C -3.712 -2.245 2.952
H 5.812 0.113 -4.163
H 3.324 -1.798 3.113
H 3.267 -0.002 3.188
H -1.043 -2.638 4.124
H -3.023 1.964 2.150
H 6.488 1.394 -0.660
H -4.367 1.218 0.496
H -1.712 -1.140 -2.254
H -6.410 -2.410 -1.412
H 4.574 4.205 0.098
H 6.246 2.278 -2.180
H -3.873 0.810 -2.374
H 5.582 4.799 -1.232
H 2.968 4.597 -3.870
H -1.584 3.895 1.948
H 4.690 4.867 -3.560
H 3.504 6.079 -3.070
H 4.167 -0.408 -3.805
H 2.343 -1.165 -2.263
H 5.565 -0.675 -1.798
H -3.083 -1.977 -4.070
H -3.934 3.384 1.654
H -0.471 1.665 6.358
H 0.426 -0.399 7.464
H -2.200 4.269 0.359
H -4.033 -1.252 3.239
H -1.607 -3.897 0.863
H 7.348 0.900 -2.116
H -0.002 2.845 1.057
H -4.256 -5.484 3.780
H -0.354 -4.974 -0.853
H 2.546 4.498 -1.415
H -2.044 3.898 -2.064
H -3.651 2.374 -3.160
H -0.936 -2.637 -0.290
H -5.009 -3.202 4.360
H -0.547 3.579 -2.920
H -1.604 1.441 4.166
H 0.721 3.291 -1.000
H 2.165 -0.986 4.218
H -2.548 -5.804 2.023
H -3.735 3.553 -1.025
H -5.136 2.525 -1.136
H 4.359 5.846 -0.506
H -5.439 -2.625 -3.680
H 3.052 -3.420 -2.942
H -0.313 4.632 -0.562
H 4.560 1.319 -3.890
H -5.055 -1.570 0.438
```

The HOMO-LUMO gap comes out at 7.463 eV. The HOMO energy comes out at -13.28 eV. The value obtained for the energy relative to the best compared isomer or geometry (same formula, charge and spin) is 2.070 eV. As for the total charge: +2. As for the total energy: -5006.08730 Eh.


Record 8
Computed, not measured: C6H9AgLiO2 as an isolated structure, with wB97M-V/def2-TZVPD.

```
19
Properties=species:S:1:pos:R:3
Ag 1.367 -4.741 3.726
O -0.750 0.582 3.960
O 0.318 -2.851 3.217
C -2.389 -0.620 2.462
C -1.621 0.701 2.930
C -3.120 0.586 3.017
C -1.095 -4.238 1.884
C -2.263 -4.130 1.107
C -0.218 -3.164 2.057
Li 0.084 -0.996 3.864
H -3.737 1.156 2.315
H -2.339 -1.444 3.183
H -3.529 0.469 4.024
H -2.264 -0.786 1.388
H -2.239 -3.533 0.191
H -1.313 1.380 2.114
H -1.203 -4.948 2.719
H -0.217 -2.368 1.290
H -3.059 -4.865 1.238
```

The HOMO-LUMO gap (spin up / spin down) comes out at 3.841 / 3.858 eV. Its multiplicity is 2. The HOMO energy (spin up / spin down) comes out at -6.39 / -6.43 eV. The value obtained for the energy relative to the best compared isomer or geometry (same formula, charge and spin) is 0.000 eV. As for the total energy: -538.83616 Eh.


Record 9
Computed, not measured: one molecule with the formula C3H6O2, with wB97M-V/def2-TZVPD.

```
11
Properties=species:S:1:pos:R:3
O 1.178 -0.690 -0.942
O -2.682 -0.239 0.017
C 0.969 0.140 0.185
C -0.458 0.654 0.105
C -1.493 -0.453 0.037
H 1.114 -0.417 1.126
H -1.098 -1.490 -0.003
H -0.582 1.273 -0.792
H -0.691 1.290 0.969
H 1.672 0.986 0.192
H 2.070 -1.054 -0.894
```

The HOMO-LUMO gap comes out at 10.431 eV. As for the SMILES: O=CCCO. The HOMO energy comes out at -9.70 eV. The value obtained for the energy relative to the best compared isomer or geometry (same formula, charge and spin) is 1.154 eV. As for the total energy: -268.36280 Eh.


Record 10
Computed, not measured: one molecule with the formula C4H7NO4S, with wB97M-V/def2-TZVPD.

```
17
Properties=species:S:1:pos:R:3
S 1.477 2.038 -1.360
O 0.016 -0.900 -0.192
O 1.710 1.753 0.027
O 0.469 3.319 -1.412
O -1.437 0.801 -0.154
N -0.449 -2.811 0.933
C -0.298 -1.441 1.075
C 0.315 0.637 -1.907
C -0.491 -0.664 2.131
C -0.494 0.203 -0.669
H -0.497 0.428 2.246
H -0.291 -3.314 1.716
H -0.336 0.795 -2.820
H 0.279 3.716 -0.522
H -0.340 -3.201 0.021
H -0.627 -1.155 3.005
H 0.995 -0.204 -2.119
```

The HOMO-LUMO gap comes out at 9.130 eV. The HOMO energy comes out at -8.43 eV. The value obtained for the energy relative to the best compared isomer or geometry (same formula, charge and spin) is 1.415 eV. As for the total energy: -910.45884 Eh.


Record 11
Computed, not measured: C27H35FN4P2Pb as an isolated structure, with wB97M-V/def2-TZVPD.

```
70
Properties=species:S:1:pos:R:3
Pb 0.498 2.161 1.518
P -1.664 -0.975 1.612
P 1.735 -0.395 1.626
F -1.443 -0.350 3.025
N 2.955 0.779 1.059
N 2.864 -1.685 2.063
N -2.932 -1.891 2.010
N -2.311 0.388 0.947
C 0.818 1.931 -2.971
C 0.221 -0.219 -4.090
C -1.290 -0.607 -3.960
C 2.969 2.119 1.566
C 2.929 -3.025 1.666
C 0.368 2.677 -4.208
C -4.299 -3.221 3.202
C 3.815 0.727 -0.024
C 0.812 0.595 -2.940
C -0.506 -1.730 0.514
C -4.062 -2.138 1.196
C 3.700 -1.511 3.178
C -2.976 2.505 0.494
C -1.081 2.347 -4.697
C 4.314 -2.712 3.439
C -3.070 1.723 -0.704
C -3.104 -2.553 3.240
C 1.101 1.276 3.914
C -2.003 1.805 -3.657
C 3.834 -3.678 2.487
C -2.629 0.450 -0.415
C 0.903 -1.062 0.198
C -2.599 1.661 1.514
C 4.417 1.981 -0.180
C 3.867 2.851 0.784
C -4.909 -2.952 1.909
C -2.181 0.506 -3.436
H -3.123 3.578 0.560
H 5.054 -2.889 4.202
H -1.346 -1.547 -3.361
H -4.718 -3.838 3.982
H 0.717 -0.305 -0.581
H -0.323 -2.769 0.841
H 2.154 1.513 4.182
H -3.123 0.119 -3.020
H 0.955 0.177 4.111
H -5.853 -3.329 1.565
H 1.577 -1.806 -0.271
H 5.214 2.212 -0.885
H -1.524 3.287 -5.072
H 1.078 2.441 -5.021
H 1.314 2.512 -2.205
H -1.065 -1.836 -0.443
H 4.081 3.902 0.928
H 0.388 3.762 -4.056
H -4.150 -1.685 0.230
H -2.361 -2.444 4.006
H -2.730 1.769 2.583
H -2.580 2.555 -3.127
H 0.390 0.294 -5.065
H -2.536 -0.423 -1.045
H 2.353 -3.363 0.816
H -1.032 1.713 -5.601
H -1.655 -0.870 -4.980
H 3.986 -0.231 -0.514
H 4.125 -4.706 2.407
H 0.490 1.783 4.697
H 0.808 -1.159 -4.158
H 3.779 -0.531 3.643
H -3.470 2.018 -1.661
H 1.307 -0.022 -2.183
H 2.758 2.346 2.618
```

The HOMO-LUMO gap (spin up / spin down) comes out at 3.768 / 3.773 eV. The HOMO energy (spin up / spin down) comes out at -4.16 / -4.16 eV. The value obtained for the energy relative to the best compared isomer or geometry (same formula, charge and spin) is 2.100 eV. As for the total energy: -2243.96624 Eh.


Record 12
Computed, not measured: one molecule with the formula C9H10N2S, with wB97M-V/def2-TZVPD.

```
22
Properties=species:S:1:pos:R:3
S 2.094 -0.804 -1.131
N 1.377 0.564 1.227
N 3.059 1.570 -0.020
C -1.169 1.166 0.103
C -3.493 0.587 -0.669
C -2.195 -0.960 0.620
C -3.353 -0.605 -0.097
C -2.382 1.491 -0.454
C 0.931 -1.760 0.131
C 2.198 0.529 0.197
C -0.989 -0.093 0.633
C 0.453 -0.669 1.050
H 0.147 -1.035 2.009
H -0.293 1.996 0.224
H 3.399 2.229 0.748
H 1.537 -2.590 0.597
H 4.053 1.389 -0.411
H -4.214 -1.366 -0.603
H -2.251 -1.994 0.899
H -2.643 2.505 -0.982
H -4.397 0.669 -1.232
H 0.098 -2.003 -0.694
```

The HOMO-LUMO gap comes out at 9.362 eV. As for the SMILES: NC1=N[C@@H](c2ccccc2)CS1. The HOMO energy comes out at -8.74 eV. The value obtained for the energy relative to the best compared isomer or geometry (same formula, charge and spin) is 3.228 eV. As for the total energy: -856.53604 Eh.